# 1
A 2-piece molecular cluster, CHBrOS2 overall. Source: OMol25; level of theory: ωB97M-V with the def2-TZVPD basis set.

Output
**Relative energy (zero: lowest compared OMol25 entry of this formula, charge and spin)**: 13.67 kcal/mol
**2S+1**: 3
**Energy**: -3484.21205 Ha

Structure (XYZ):
```
6
CHBrOS2 (ωB97M-V with the def2-TZVPD basis set)
C 0.9440 -1.1959 0.8760
O 0.7541 -1.8741 -0.0419
S 1.1584 -0.3060 2.1082
S -0.5807 0.4892 -0.7479
Br -1.2657 2.3815 -0.1963
H -1.0100 0.5052 -1.9981
```


# 2
One molecule with the formula CHCl2F. Source: OMol25; level of theory: ωB97M-V with the def2-TZVPD basis set.

Output
**SMILES string**: FC(Cl)Cl
**Relative energy (zero: lowest compared OMol25 entry of this formula, charge and spin)**: 3.51 kcal/mol
**Energy**: -1058.94139 Ha

Structure (XYZ):
```
5
CHCl2F (ωB97M-V with the def2-TZVPD basis set)
F -0.6375 -1.2127 0.7980
C -0.4193 0.0369 0.2889
Cl 1.1003 0.6219 0.9075
Cl -0.5434 -0.0269 -1.4678
H -1.2142 0.5766 0.6107
```


# 3
A 2-piece molecular cluster, CHCl2F2NS overall. Source: OMol25; level of theory: ωB97M-V with the def2-TZVPD basis set.

Output
**Relative energy (zero: lowest compared OMol25 entry of this formula, charge and spin)**: 61.25 kcal/mol
**Energy**: -1611.60247 Ha

Structure (XYZ):
```
8
CHCl2F2NS (ωB97M-V with the def2-TZVPD basis set)
C 1.5767 0.1161 -0.9246
N -1.6198 -0.1991 0.0105
F -0.9921 -1.0110 2.3932
F 0.1048 0.8224 1.3264
S -0.4170 -0.6634 0.8019
Cl 1.1376 0.1204 -2.5720
Cl 2.3844 1.5300 -0.4686
H -2.1745 -0.7155 -0.5668
```


# 4
One molecule with the formula CHCl2NO2. Source: OMol25; level of theory: ωB97M-V with the def2-TZVPD basis set.

Output
**Relative energy (zero: lowest compared OMol25 entry of this formula, charge and spin)**: 119.64 kcal/mol
**Energy**: -1164.09700 Ha

Structure (XYZ):
```
7
CHCl2NO2 (ωB97M-V with the def2-TZVPD basis set)
C -0.4889 0.4448 -0.1078
N -0.6222 -0.9418 -0.0820
O -1.6898 -1.2324 0.4215
O 0.1798 -1.7498 -0.5238
Cl 0.9190 0.9919 -0.7498
Cl 2.6539 1.3302 0.5533
H -0.9518 1.1571 0.4886
```


# 5
A 2-piece molecular cluster, CHCl2NO2 overall. Source: OMol25; level of theory: ωB97M-V with the def2-TZVPD basis set.

Output
**Relative energy (zero: lowest compared OMol25 entry of this formula, charge and spin)**: 0.00 kcal/mol
**2S+1**: 3
**Energy**: -1164.14361 Ha

Structure (XYZ):
```
7
CHCl2NO2 (ωB97M-V with the def2-TZVPD basis set)
C 1.4578 -1.7320 -0.5019
N -0.3155 0.9881 0.6013
O 0.6614 -2.4291 -1.0136
O 2.2476 -1.1128 0.0062
Cl -0.3623 -0.4541 1.5831
Cl 0.8440 2.0184 1.3204
H -1.1638 1.5525 0.6572
```


# 6
CHCl2NS as an isolated structure. Source: OMol25; level of theory: ωB97M-V with the def2-TZVPD basis set.

Output
**Relative energy (zero: lowest compared OMol25 entry of this formula, charge and spin)**: 3.28 kcal/mol
**Energy**: -1412.00553 Ha

Structure (XYZ):
```
6
CHCl2NS (ωB97M-V with the def2-TZVPD basis set)
C 0.1892 -0.4414 -0.0899
N 0.7937 0.6462 0.0130
S -1.5791 -0.3988 0.0280
Cl 0.5881 -2.0884 -0.0598
Cl -1.8354 1.5986 -0.0666
H 1.8435 0.6839 0.1753
```


# 7
One molecule with the formula CHCl3. Source: OMol25; level of theory: ωB97M-V with the def2-TZVPD basis set.

Output
**SMILES string**: ClC(Cl)Cl
**Relative energy (zero: lowest compared OMol25 entry of this formula, charge and spin)**: 0.00 kcal/mol
**Energy**: -1419.27188 Ha

Structure (XYZ):
```
5
CHCl3 (ωB97M-V with the def2-TZVPD basis set)
Cl 12.7491 -15.7586 -26.5364
C 12.6453 -15.3349 -24.8293
Cl 14.1227 -14.5586 -24.2807
Cl 12.2791 -16.7613 -23.8549
H 11.8204 -14.6485 -24.6941
```


# 8
CHCl3 as an isolated structure. Source: OMol25; level of theory: ωB97M-V with the def2-TZVPD basis set.

Output
**Relative energy (zero: lowest compared OMol25 entry of this formula, charge and spin)**: 8.30 kcal/mol
**Energy**: -1419.25865 Ha

Structure (XYZ):
```
5
CHCl3 (ωB97M-V with the def2-TZVPD basis set)
C -6.2062 25.9054 0.0232
Cl -5.8864 24.2700 -0.6975
Cl -6.2014 27.1407 -1.2608
Cl -4.9031 26.4297 0.9332
H -7.1530 25.8524 0.5608
```


# 9
A 2-piece molecular cluster, CHCl3N2 overall. Source: OMol25; level of theory: ωB97M-V with the def2-TZVPD basis set.

Output
**Relative energy (zero: lowest compared OMol25 entry of this formula, charge and spin)**: 88.21 kcal/mol
**Energy**: -1528.54295 Ha

Structure (XYZ):
```
7
CHCl3N2 (ωB97M-V with the def2-TZVPD basis set)
C -0.0479 -0.5190 -0.4006
N 1.6225 0.9520 0.4610
N -1.1719 0.0734 -0.1356
Cl -0.0838 -2.1918 -0.1374
Cl 3.0123 0.2514 0.3106
Cl -1.2929 1.7901 -0.2869
H -2.0383 -0.3559 0.1889
```


# 10
A 2-piece molecular cluster, CHCl3NOP overall. Source: OMol25; level of theory: ωB97M-V with the def2-TZVPD basis set.

Output
**SMILES string**: O=P(Cl)(Cl)Cl.C#N
**Relative energy (zero: lowest compared OMol25 entry of this formula, charge and spin)**: 4.10 kcal/mol
**Energy**: -1890.70578 Ha

Structure (XYZ):
```
8
CHCl3NOP (ωB97M-V with the def2-TZVPD basis set)
O 2.0957 -0.4703 1.0062
P 3.2711 -0.0826 0.2029
Cl 3.5798 1.8834 0.0898
Cl 3.0061 -0.6262 -1.6707
Cl 5.0347 -0.8804 0.7037
C 0.3278 0.5565 -0.3648
N 0.7971 1.2544 -1.1241
H -0.1790 -0.0082 0.3697
```


# 11
A 2-piece molecular cluster, CHCl3S overall. Source: OMol25; level of theory: ωB97M-V with the def2-TZVPD basis set.

Output
**Relative energy (zero: lowest compared OMol25 entry of this formula, charge and spin)**: 64.17 kcal/mol
**Energy**: -1817.34093 Ha

Structure (XYZ):
```
6
CHCl3S (ωB97M-V with the def2-TZVPD basis set)
C -1.8242 -0.5665 0.2395
S 2.9955 0.8605 -0.0841
Cl -1.8610 -2.2176 0.0384
Cl -1.0677 0.3165 -0.9318
Cl -1.5264 -0.0336 1.7986
H 3.2839 1.6407 -1.0605
```


# 12
A 2-piece molecular cluster, CHClF2O overall. Source: OMol25; level of theory: ωB97M-V with the def2-TZVPD basis set.

Output
**Relative energy (zero: lowest compared OMol25 entry of this formula, charge and spin)**: 21.30 kcal/mol
**2S+1**: 3
**Energy**: -773.65251 Ha

Structure (XYZ):
```
6
CHClF2O (ωB97M-V with the def2-TZVPD basis set)
C -0.9769 -0.2904 -0.0706
O 0.1508 -0.6105 -0.1913
F 2.0940 0.7825 0.1990
F -2.0022 -1.1214 0.0751
Cl -1.6922 1.3066 -0.1966
H 2.4265 -0.0669 0.1843
```


# 13
A 2-piece molecular cluster, CHClF2O2S overall. Source: OMol25; level of theory: ωB97M-V with the def2-TZVPD basis set.

Output
**Relative energy (zero: lowest compared OMol25 entry of this formula, charge and spin)**: 50.96 kcal/mol
**Energy**: -1247.19659 Ha

Structure (XYZ):
```
8
CHClF2O2S (ωB97M-V with the def2-TZVPD basis set)
C 1.4229 -0.2622 -0.1823
O -2.3948 1.7590 0.5934
O 0.1641 0.0504 0.1297
F 1.9529 0.5009 -1.1915
F 1.6046 -1.5520 -0.6015
S -2.1931 0.6357 -0.2399
Cl -2.6280 -1.0284 0.7865
H 2.0715 -0.1034 0.7057
```


# 14
A 2-piece molecular cluster, CHClF2OS2 overall. Source: OMol25; level of theory: ωB97M-V with the def2-TZVPD basis set.

Output
**Relative energy (zero: lowest compared OMol25 entry of this formula, charge and spin)**: 59.33 kcal/mol
**Energy**: -1570.12206 Ha

Structure (XYZ):
```
8
CHClF2OS2 (ωB97M-V with the def2-TZVPD basis set)
C -0.7939 -0.4409 -0.3712
O 0.5115 0.3169 1.8981
F -0.3335 -0.9319 -1.4682
F -1.4634 -1.4103 0.1653
S 0.9794 2.1354 -0.2827
S 0.7052 0.4402 0.4969
Cl 2.1472 -0.8700 -0.0743
H -1.7524 0.7607 -0.3640
```


# 15
An isolated ion of composition CHClFO2S2 and charge -1. Source: OMol25; level of theory: ωB97M-V with the def2-TZVPD basis set.

Output
**SMILES string**: O=S(=O)([S-])[C@@H](F)Cl
**Net charge**: -1
**Relative energy (zero: lowest compared OMol25 entry of this formula, charge and spin)**: 12.54 kcal/mol
**Energy**: -1545.65968 Ha

Structure (XYZ):
```
8
CHClFO2S2 (ωB97M-V with the def2-TZVPD basis set)
O 1.4730 -1.1188 0.8177
S 1.1591 0.0096 -0.0325
O 1.5096 -0.1155 -1.4306
S 1.5237 1.7636 0.7463
C -1.0914 -0.0022 -0.0703
F -1.5398 -0.2545 -1.3236
Cl -1.5872 -1.2563 1.0320
H -1.4468 0.9740 0.2611
```


# 16
An isolated ion of composition CHClFO3 and charge +1. Source: OMol25; level of theory: ωB97M-V with the def2-TZVPD basis set.

Output
**Net charge**: +1
**Relative energy (zero: lowest compared OMol25 entry of this formula, charge and spin)**: 80.80 kcal/mol
**Energy**: -823.82641 Ha

Structure (XYZ):
```
7
CHClFO3 (ωB97M-V with the def2-TZVPD basis set)
C 0.8885 0.0994 0.2001
O -2.5591 -0.4272 -0.5982
O -0.3056 -0.3421 -0.4735
O -1.6326 -0.4737 0.1265
F 0.8262 -0.1743 1.5004
Cl 0.9498 1.7307 -0.3543
H 1.8329 -0.4128 -0.4009
```


# 17
CHClFO3 as an isolated structure. Source: OMol25; level of theory: ωB97M-V with the def2-TZVPD basis set.

Output
**Net charge**: +1
**Relative energy (zero: lowest compared OMol25 entry of this formula, charge and spin)**: 74.61 kcal/mol
**2S+1**: 3
**Energy**: -823.80013 Ha

Structure (XYZ):
```
7
CHClFO3 (ωB97M-V with the def2-TZVPD basis set)
C 1.0133 0.1843 -0.1009
O -2.5088 -0.8434 0.1326
O -0.6319 0.1994 0.6507
O -1.5913 -0.1334 -0.1814
F 0.5894 -0.0916 -1.2855
Cl 1.8182 1.5312 0.2605
H 1.3111 -0.8465 0.5240
```


# 18
A 2-piece molecular cluster, CHClN2O3 overall. Source: OMol25; level of theory: ωB97M-V with the def2-TZVPD basis set.

Output
**SMILES string**: O=[N+]([O-])C#[N+][O-].Cl
**Relative energy (zero: lowest compared OMol25 entry of this formula, charge and spin)**: 24.29 kcal/mol
**Energy**: -833.89232 Ha

Structure (XYZ):
```
8
CHClN2O3 (ωB97M-V with the def2-TZVPD basis set)
O 1.3740 1.9371 -0.7682
N 0.7097 1.1892 -0.0664
O -0.3234 1.4243 0.5133
C 1.2338 -0.1307 0.0346
N 1.1361 -1.2831 0.0633
O 1.2678 -2.4602 0.0256
Cl -2.2538 -0.7636 -0.0945
H -3.1442 0.0871 0.2922
```


# 19
An isolated ion of composition CHClN3O and charge +1. Source: OMol25; level of theory: ωB97M-V with the def2-TZVPD basis set.

Output
**SMILES string**: N#[N+]C(=O)NCl
**Net charge**: +1
**Relative energy (zero: lowest compared OMol25 entry of this formula, charge and spin)**: 42.57 kcal/mol
**Energy**: -738.00153 Ha

Structure (XYZ):
```
7
CHClN3O (ωB97M-V with the def2-TZVPD basis set)
N 2.0405 -1.4391 0.3865
N 1.1497 -0.8322 0.1387
C 0.3131 0.1885 -0.3007
O 0.8262 0.7687 -1.2632
N -0.9082 0.1709 0.2576
Cl -2.0291 1.2983 -0.4079
H -1.3921 -0.1550 1.1889
```


# 20
One molecule with the formula CHClNO2P. Source: OMol25; level of theory: ωB97M-V with the def2-TZVPD basis set.

Output
**SMILES string**: O=PNC(=O)Cl
**Relative energy (zero: lowest compared OMol25 entry of this formula, charge and spin)**: 0.00 kcal/mol
**Energy**: -1045.51483 Ha

Structure (XYZ):
```
7
CHClNO2P (ωB97M-V with the def2-TZVPD basis set)
O 0.3346 -2.6503 0.2723
P -0.9348 -1.9465 0.2536
N -0.5385 -0.3020 0.2122
C -1.7461 0.7791 0.2763
O -2.8715 0.4589 0.2539
Cl -1.0795 2.3448 0.3613
H 0.3973 0.0781 0.2320
```